Record 1
C17H56O11 | the ωB97M-V functional and the def2-TZVPD basis

Geometry as XYZ:
```
84
Properties=species:S:1:pos:R:3:forces:R:3:mulliken_charge:R:1
C 0.96608 0.93692 -3.91138 0.124 -0.894 -0.708 -0.85
C 1.40244 -0.36441 -4.67029 0.048 1.018 1.847 -0.25
O 0.36614 -0.77856 -5.49735 -0.825 0.154 -0.823 -0.55
H 0.08456 0.69566 -3.31741 -0.040 -0.028 0.042 0.11
H 0.68594 1.75270 -4.57781 0.172 -0.033 -0.132 0.41
H 1.75471 1.26050 -3.23208 0.050 0.021 -0.058 0.29
H 1.53762 -1.08023 -3.85946 0.285 -0.371 0.030 0.10
H 2.36402 -0.25225 -5.17119 -0.015 0.182 -0.273 0.39
H 0.56556 -1.60464 -5.94392 0.201 -0.028 0.102 0.32
C -0.07759 3.68088 -1.50267 0.261 0.467 0.374 -0.84
C 1.33934 4.08761 -1.91008 -0.092 0.480 0.266 -0.59
O 2.31496 3.56273 -1.01212 0.089 -0.546 -1.051 -0.46
H -0.10880 2.60560 -1.32690 -0.216 -0.044 -0.231 -0.03
H -0.88011 4.03144 -2.15165 0.255 -0.320 -0.522 0.53
H -0.33051 4.18071 -0.56763 0.191 -0.108 0.357 0.46
H 1.45504 5.17122 -1.93225 -0.304 0.336 0.170 0.32
H 1.58157 3.81603 -2.93754 0.118 -0.626 0.172 0.35
H 2.05968 3.76498 -0.10905 -0.194 0.358 0.134 0.12
C -3.43270 2.28400 -1.25539 0.149 0.329 0.526 -0.41
C -4.76947 2.60015 -0.62918 -0.311 -0.520 -0.707 -0.19
O -5.24927 3.86932 -1.12082 0.065 -0.740 0.757 -0.54
H -2.81468 3.15512 -1.03795 0.351 -0.166 -0.182 0.22
H -3.49739 2.14495 -2.33455 -0.026 0.006 0.009 0.44
H -2.99546 1.39546 -0.79995 0.096 -0.075 -0.078 -0.12
H -4.72055 2.52645 0.45722 0.079 0.859 0.043 0.03
H -5.47599 1.80987 -0.88291 -0.315 -0.063 -0.188 0.26
H -5.51097 3.66849 -2.02236 -0.097 0.303 -0.151 0.33
C 4.27277 1.12337 1.04534 0.945 0.023 0.310 -0.63
C 4.66845 2.58033 1.44444 -1.322 -0.629 -0.676 0.23
O 4.76212 2.78357 2.84547 -0.002 -0.618 0.562 -0.58
H 3.23962 0.80543 1.18533 -0.153 0.563 0.298 -0.27
H 4.88004 0.38239 1.56521 0.160 0.065 0.237 0.41
H 4.48076 0.93434 -0.00780 0.024 0.369 -0.121 0.35
H 3.84975 3.19087 1.06355 0.311 0.317 -0.219 -0.06
H 5.60625 2.87698 0.97473 0.008 -0.146 -0.137 0.32
H 4.44132 3.65632 3.08418 0.039 -0.004 -0.251 0.32
C 1.77799 -5.74649 0.19624 -0.720 -0.362 -0.103 -1.25
C 1.52902 -4.76265 1.31263 0.428 0.270 0.314 0.37
O 2.44036 -3.68197 1.21553 -0.086 -0.182 -0.702 -0.50
H 1.46807 -5.39138 -0.78659 0.270 0.493 0.034 0.19
H 1.07633 -6.56459 0.35898 0.195 -0.407 0.130 0.37
H 2.79838 -6.12684 0.14895 -0.053 0.101 0.153 0.34
H 1.62837 -5.22916 2.29273 0.293 -0.404 0.132 0.33
H 0.48385 -4.45341 1.30379 -0.263 0.399 -0.372 -0.11
H 2.39597 -3.08271 1.96421 -0.001 0.072 0.213 0.33
C 0.38337 -0.78989 0.14497 -0.045 0.044 -0.038 0.23
C -0.72389 -0.10416 0.90480 0.634 0.550 -0.178 0.30
O -1.89004 -0.84470 0.71788 -0.515 -0.531 0.234 -0.42
H 0.22376 -0.70356 -0.92981 0.110 0.109 0.004 -0.28
H 0.35559 -1.85196 0.38858 0.155 -0.068 0.054 0.13
H 1.36609 -0.40547 0.41806 -0.014 0.026 -0.125 -0.36
H -0.93905 0.90945 0.56654 0.399 0.321 -0.250 0.12
H -0.45090 -0.01195 1.95602 -0.058 -0.207 0.341 0.00
H -2.58963 -0.44091 1.23665 -0.606 0.021 0.095 0.08
C 0.99568 3.02117 2.19159 0.090 -0.477 -0.908 -0.40
O 1.55496 4.16607 1.53176 -0.200 -0.217 0.938 -0.59
H 1.48376 2.78915 3.13819 -0.148 0.267 0.134 0.42
H -0.08972 3.10313 2.24893 -0.024 0.128 0.406 0.38
H 1.18702 2.17308 1.53414 0.082 -0.014 -0.056 -0.11
H 1.53354 4.87723 2.17628 0.084 0.302 -0.197 0.29
C -0.07846 -3.19984 -3.00347 2.382 2.716 -0.684 -0.27
O -0.78002 -4.22504 -2.50344 -1.431 -1.899 0.171 -0.54
H 0.90222 -3.47916 -3.38863 0.104 -0.557 0.161 0.38
H -0.48396 -2.59074 -3.81135 -0.823 -0.282 -0.320 0.44
H 0.12093 -2.46911 -2.21965 0.291 0.278 0.222 -0.23
H -1.54254 -3.79703 -2.10723 -0.558 -0.301 0.596 0.38
C -4.51797 0.94731 3.04513 0.151 1.335 1.967 -0.72
O -4.25326 0.14470 1.96488 0.132 -0.851 -1.243 -0.38
H -3.66909 0.93254 3.72872 0.096 -0.410 0.103 0.25
H -4.59737 2.01253 2.82811 -0.341 0.120 -0.570 0.27
H -5.39946 0.65737 3.61698 -0.056 -0.140 -0.076 0.30
H -5.07060 -0.23831 1.63798 0.061 -0.020 -0.171 0.24
C 1.21963 -1.73615 3.88133 0.713 0.478 0.734 -0.54
O 2.52437 -1.73471 3.22827 -1.590 -0.282 0.115 -0.62
H 0.76535 -0.74536 3.88998 0.130 0.166 -0.141 0.22
H 0.46128 -2.40401 3.47271 0.656 -0.232 -0.666 0.22
H 1.36063 -2.03436 4.92022 -0.060 -0.040 0.111 0.37
H 3.01574 -0.98099 3.56305 0.057 0.031 -0.019 0.30
C -2.90846 -4.19951 0.26579 0.207 -0.108 -0.019 -0.65
O -2.64428 -3.07333 -0.53722 -0.429 -0.395 -0.779 -0.54
H -2.17986 -4.34187 1.06390 0.414 -0.109 -0.167 0.19
H -3.86477 -4.19505 0.78879 -0.401 0.347 -0.230 0.30
H -2.90356 -5.03741 -0.43136 0.068 -0.251 0.349 0.28
H -2.29027 -2.31391 -0.06866 0.111 0.282 0.573 0.53
```
Forces are in eV/Å.

As for the energy: -1508.758652 Ha. As for the lowest unoccupied orbital energy: 0.06 eV. The energy relative to the best compared isomer or geometry (same formula, charge and spin) comes out at 2.026 eV. The structure (SMILES) is CCO.CCO.CCO.CCO.CCO.CCO.CO.CO.CO.CO.CO.

=====

Record 2
C27H45Cl2PRuS | the ωB97M-V functional and the def2-TZVPD basis

Geometry as XYZ:
```
77
Properties=species:S:1:pos:R:3:forces:R:3:lowdin_spin:R:1
P 2.77003 1.74838 -2.98166 0.221 0.204 -0.760 0.00
C 1.93011 2.99850 -4.13884 0.079 -0.042 0.581 0.00
C 2.75831 3.80971 -5.15135 0.072 -0.111 -0.061 0.00
C 1.89944 4.90210 -5.79214 -0.127 0.108 0.086 0.00
C 0.58925 4.38610 -6.40193 0.086 -0.105 -0.048 0.00
C -0.19207 3.48397 -5.43816 0.078 0.076 0.059 0.00
C 0.67981 2.39637 -4.79822 -0.041 0.071 -0.063 0.00
C 3.37912 0.40336 -4.14163 -0.152 0.124 0.396 0.00
C 3.94660 0.81968 -5.50000 -0.057 -0.123 -0.012 0.00
C 4.51394 -0.40754 -6.21193 0.075 -0.107 0.045 0.00
C 3.50375 -1.55524 -6.34211 -0.119 0.041 -0.093 0.00
C 2.78420 -1.88566 -5.02569 0.080 0.002 0.021 0.00
C 2.26648 -0.64230 -4.29792 0.057 -0.133 -0.078 0.00
C 4.37963 2.64103 -2.70830 0.059 0.095 -0.410 0.00
C 4.14538 3.95824 -1.94703 0.044 -0.070 0.113 0.00
C 5.44631 4.69262 -1.59601 0.053 -0.075 -0.041 0.00
C 6.47025 3.79430 -0.89288 -0.194 -0.129 0.043 0.00
C 6.69786 2.47567 -1.64163 -0.071 0.077 -0.045 0.00
C 5.39849 1.73881 -1.99700 0.023 0.042 0.151 0.00
H 1.57528 3.71680 -3.37329 -0.090 -0.062 -0.288 0.00
H 3.17554 3.15925 -5.93010 -0.204 0.227 0.155 0.00
H 3.62186 4.28526 -4.66415 -0.236 -0.105 -0.109 0.00
H 2.48454 5.43629 -6.55096 -0.103 -0.040 0.095 0.00
H 1.65119 5.63242 -5.01115 0.006 0.013 -0.054 0.00
H -0.03398 5.24219 -6.68661 0.063 -0.118 -0.018 0.00
H 0.79908 3.83852 -7.33204 0.048 -0.004 0.157 0.00
H -0.61703 4.10232 -4.63641 0.028 -0.058 -0.056 0.00
H -1.03315 3.01864 -5.96422 0.039 0.086 0.069 0.00
H 0.08575 1.85238 -4.04740 0.175 0.055 -0.169 0.00
H 0.97469 1.66952 -5.57189 -0.034 0.200 0.158 0.00
H 4.20693 -0.08035 -3.59004 -0.333 0.052 -0.058 0.00
H 5.37156 -0.76371 -5.62779 0.012 0.002 -0.046 0.00
H 4.74275 1.56983 -5.38317 -0.194 -0.153 -0.039 0.00
H 3.15924 1.28267 -6.11146 0.138 -0.271 0.096 0.00
H 4.89986 -0.12037 -7.19708 -0.042 -0.117 0.073 0.00
H 4.02484 -2.45039 -6.70309 -0.106 0.107 -0.015 0.00
H 2.75916 -1.30239 -7.10967 0.055 0.053 0.104 0.00
H 1.95257 -2.57517 -5.21492 0.151 0.031 0.004 0.00
H 3.48366 -2.40986 -4.36027 -0.063 0.059 -0.037 0.00
H 1.88087 -0.91966 -3.30519 0.066 0.066 -0.321 0.00
H 1.42997 -0.20094 -4.85747 0.123 -0.142 0.076 0.00
H 4.75345 2.85711 -3.72363 0.195 0.148 0.386 0.00
H 3.49931 4.64148 -2.52165 0.143 -0.280 0.151 0.00
H 3.60016 3.72550 -1.01833 0.079 0.029 -0.108 0.00
H 5.89789 5.09867 -2.51178 -0.077 -0.074 0.049 0.00
H 5.20769 5.54875 -0.95473 0.068 -0.033 -0.108 0.00
H 6.12460 3.57900 0.12839 -0.016 -0.006 -0.135 0.00
H 7.42088 4.32854 -0.79326 -0.076 -0.047 0.036 0.00
H 7.32581 1.81076 -1.03846 0.021 0.091 -0.099 0.00
H 7.24964 2.68704 -2.56749 -0.056 -0.029 0.061 0.00
H 5.65719 0.87474 -2.62872 -0.118 0.272 0.208 0.00
H 4.93518 1.32979 -1.08460 0.095 0.081 -0.096 0.00
Ru 0.21480 -0.00793 0.04650 2.300 1.308 -0.907 2.49
Cl 2.04864 -1.19298 -0.59933 -0.016 -0.390 0.129 0.21
Cl -0.56081 1.91236 -0.97128 -0.266 0.134 -0.058 0.23
C -1.15223 -1.21917 -0.02000 -3.705 -2.965 -0.522 0.49
H -1.43790 -1.73150 0.92985 0.763 0.184 -0.487 0.05
C -1.81393 -1.79851 -1.21277 0.894 0.749 0.576 0.06
C -2.48733 -3.04681 -1.20900 0.189 0.315 0.128 0.07
C -2.99895 -3.55622 -2.39343 -0.152 -0.027 -0.128 -0.01
C -2.87284 -2.85030 -3.59755 0.211 0.196 0.309 0.08
C -2.23830 -1.60786 -3.60052 0.016 0.023 0.284 -0.01
C -1.72800 -1.07899 -2.41782 -0.238 -0.494 -0.400 0.08
H -2.58573 -3.59614 -0.26987 0.064 0.086 -0.314 0.00
H -3.50721 -4.52365 -2.40546 0.169 0.302 0.112 0.00
H -2.13703 -1.03003 -4.51495 -0.074 -0.140 0.053 0.00
H -1.27429 -0.09832 -2.40484 0.050 -0.030 -0.148 0.01
H -3.26496 -3.26259 -4.51870 -0.003 -0.021 0.055 0.01
C 0.33398 0.17903 4.10210 0.224 0.453 -0.956 0.06
S -0.08693 0.72516 2.25295 0.011 0.006 3.645 0.14
C -1.86735 0.91026 2.53431 0.040 0.430 0.031 0.03
H 1.36982 -0.18538 4.11960 -0.375 0.174 -0.183 0.00
H -0.33598 -0.59586 4.49549 0.037 0.199 -0.572 0.00
H 0.25433 1.08561 4.73225 -0.009 -0.393 -0.594 0.01
H -2.24840 0.06301 3.11293 0.098 0.192 -0.181 0.00
H -1.93709 1.84874 3.08849 -0.402 -0.216 0.044 0.00
H -2.40269 1.00298 1.58692 0.250 -0.054 0.077 0.00
```
Forces are in eV/Å.

As for the energy: -2810.536934 Ha. As for the lowest unoccupied orbital energy (spin up / spin down): -0.58 / -1.84 eV. As for the multiplicity: 5.

=====

Record 3
C21H32N5O2PRuSi | the ωB97M-V functional and the def2-TZVPD basis

Geometry as XYZ:
```
63
Properties=species:S:1:pos:R:3:forces:R:3:mulliken_charge:R:1
Ru -0.94232 0.92878 -0.69379 4.719 0.147 0.117 0.11
C 3.26917 1.20961 2.99320 0.085 0.075 -0.046 -1.23
N 1.84242 1.15776 2.67813 0.159 0.078 0.092 0.19
C 0.90228 1.19966 3.79582 -0.087 -0.107 0.042 -1.18
C 1.37665 1.17984 1.42134 -0.431 -0.115 0.072 0.31
N 0.11761 1.02622 1.12077 -0.463 0.089 -0.478 0.38
N 2.31730 1.35811 0.42718 0.252 -0.005 -0.353 -0.07
C 2.13150 1.68496 -0.90096 0.353 -0.001 0.415 0.59
N 3.27267 1.88008 -1.58288 -0.170 0.047 -0.096 -0.40
N 0.95617 1.81019 -1.42476 -2.214 -0.918 0.410 -0.31
H 3.41008 0.90054 4.02372 -0.037 -0.005 0.010 0.42
H 3.67324 2.21945 2.88465 0.010 -0.021 -0.014 0.37
H 3.84309 0.50603 2.38671 -0.020 -0.022 0.017 0.47
H 1.42155 1.55644 4.67987 0.057 -0.023 -0.019 0.43
H 0.48858 0.21201 4.01512 -0.029 0.016 -0.040 0.34
H 0.09528 1.90592 3.59715 0.000 -0.016 -0.022 0.37
H -0.44548 0.81480 1.93127 0.051 -0.026 0.130 -0.23
H 3.27657 1.34171 0.72912 0.009 0.056 0.035 0.12
H 4.18146 1.86604 -1.15374 -0.008 0.027 0.058 0.17
H 3.23522 2.17635 -2.54335 0.014 -0.029 -0.035 0.22
H 0.95754 2.08078 -2.39884 0.017 0.005 -0.069 0.10
O -2.94035 -0.47263 -3.99000 0.033 0.200 0.106 -0.56
C -2.46728 -0.39692 -2.89444 0.081 -0.886 0.076 0.31
O -2.11359 0.71189 -2.28268 -0.529 0.908 -0.444 -0.63
C -2.25437 -1.67168 -2.02088 0.100 0.430 -0.103 -0.55
P -0.69752 -1.39387 -1.11792 -1.653 -0.100 0.295 1.39
C 0.63996 -2.04222 -2.13395 0.252 0.738 0.175 0.29
C 1.21394 -1.21892 -3.10454 -0.066 -0.028 -0.019 -0.31
C 2.27811 -1.68470 -3.85801 0.027 0.001 -0.013 -0.87
C 2.76089 -2.97011 -3.64997 -0.009 0.001 -0.003 -0.54
C 2.16033 -3.80332 -2.71525 0.010 -0.027 -0.022 -0.75
C 1.11018 -3.34017 -1.94013 -0.119 -0.023 0.063 -0.31
C -0.67631 -2.24988 0.46671 0.307 0.190 -0.024 0.54
C -1.83168 -2.68105 1.11430 0.015 -0.004 -0.153 -0.51
C -1.74370 -3.21733 2.39083 -0.038 -0.013 0.079 -0.71
C -0.51344 -3.32146 3.02346 -0.043 0.040 0.001 -0.58
C 0.64027 -2.87593 2.38716 0.053 0.008 0.029 -0.86
C 0.56065 -2.33141 1.11829 -0.108 -0.034 -0.020 -0.59
H -2.26462 -2.56804 -2.63538 0.082 -0.042 0.035 0.39
H -3.09088 -1.69966 -1.31866 0.033 -0.045 0.031 0.36
H 0.80474 -0.23149 -3.28339 0.050 0.006 0.006 0.46
H 2.73482 -1.05152 -4.60686 -0.039 -0.006 -0.027 0.45
H 3.60600 -3.32593 -4.22387 -0.037 -0.027 -0.033 0.43
H 2.51142 -4.81809 -2.58657 0.023 0.011 0.021 0.45
H 0.65212 -3.98664 -1.20252 0.044 -0.008 0.010 0.48
H -2.79436 -2.62632 0.62265 -0.011 -0.005 0.031 0.35
H -2.63885 -3.55954 2.89251 0.000 -0.030 -0.029 0.46
H -0.45326 -3.75288 4.01374 0.006 -0.009 -0.006 0.44
H 1.59899 -2.96775 2.88144 0.001 -0.002 -0.017 0.47
H 1.45498 -1.98298 0.61284 0.037 -0.054 0.038 0.61
C -1.54364 3.96271 0.89930 0.258 -0.557 -0.298 -0.88
Si -2.55367 2.67987 -0.04037 -1.629 0.130 0.106 0.57
C -3.55038 1.48520 1.04393 0.413 0.130 -0.377 -1.02
C -3.49089 3.36126 -1.50545 0.320 -0.256 0.253 -1.00
H -2.23192 4.75890 1.19881 -0.137 -0.037 -0.121 0.43
H -0.77177 4.41048 0.27187 -0.026 0.044 0.001 0.33
H -1.07405 3.56289 1.79653 -0.030 -0.047 -0.021 0.19
H -4.32655 2.05923 1.55961 -0.005 0.065 -0.020 0.49
H -2.95868 0.97468 1.80593 -0.007 0.043 0.027 0.29
H -4.05644 0.73481 0.43322 -0.031 0.029 -0.010 0.29
H -4.20054 4.11905 -1.16023 0.050 0.030 0.101 0.39
H -4.04500 2.57606 -2.01771 0.047 -0.028 0.029 0.32
H -2.82422 3.83014 -2.23007 0.009 0.012 0.016 0.33
```
Forces are in eV/Å.

As for the energy: -1968.933061 Ha. As for the lowest unoccupied orbital energy (spin up / spin down): -7.92 / -7.87 eV. The total charge is +2.

=====

Question: What is the formula in the third record?
Answer: C21H32N5O2PRuSi

=====

Question: Which value of energy does entry 3 give?
Answer: -1968.933061 Ha